No. 1
Computed, not measured: C22H22N7OS3V as an isolated structure, with the ωB97M-V functional and the def2-TZVPD basis.

Summary:
* ΔE to the lowest compared entry with this formula, charge and spin: 0.89 kJ/mol
* spin multiplicity: 4
* charge: -1
* E_HOMO (spin up / spin down): -2.88 / -4.07 eV
* ⟨S²⟩: 3.805

Last column: Löwdin charge in e.
Cartesian coordinates (Å):
V: -0.361 -0.027 -0.150  0.59
C: -4.555 0.443 -0.996  -0.06
C: -3.265 -0.029 -1.022  -0.11
N: -2.316 0.366 -0.145  -0.02
C: -2.694 1.264 0.824  -0.15
C: -3.997 1.787 0.909  -0.16
C: -4.944 1.370 -0.022  -0.04
C: -4.290 2.709 1.978  -0.03
C: -3.358 3.066 2.886  -0.03
C: -2.022 2.542 2.813  -0.16
C: -1.015 2.847 3.721  -0.03
C: 0.244 2.284 3.568  -0.06
C: 0.473 1.434 2.492  -0.12
N: -0.465 1.131 1.606  0.02
C: -1.712 1.658 1.758  -0.14
H: -5.262 0.069 -1.723  0.10
H: -2.940 -0.767 -1.744  0.12
H: -5.959 1.744 0.024  0.10
H: -5.298 3.103 2.041  0.11
H: -3.601 3.749 3.692  0.11
H: -1.224 3.520 4.545  0.11
H: 1.047 2.494 4.261  0.10
H: 1.443 0.983 2.320  0.09
S: 0.460 -2.060 0.992  0.52
C: -0.134 -3.209 -0.214  -1.18
S: 0.937 -3.903 -1.333  0.51
C: -1.510 -3.437 -0.258  -0.43
C: -2.113 -4.209 -1.292  -0.29
N: -2.608 -4.808 -2.147  0.11
C: -2.420 -2.915 0.703  -0.30
N: -3.159 -2.488 1.483  0.13
N: 0.172 -1.045 -4.153  0.19
C: 0.090 -0.403 -2.971  -0.50
O: -0.356 -1.018 -1.997  -0.10
C: 0.526 1.031 -2.847  -0.24
C: 0.030 1.624 -1.526  -0.29
H: 0.062 -2.049 -4.125  0.11
H: 0.674 -0.628 -4.915  0.10
H: 0.230 1.567 -3.759  0.11
H: 1.621 0.987 -2.853  0.08
H: -0.922 2.143 -1.692  0.04
H: 0.741 2.371 -1.163  0.01
C: 5.580 0.793 0.561  -0.14
N: 5.032 -0.521 0.302  -0.06
C: 3.779 -0.723 -0.181  -0.80
S: 2.690 0.567 -0.326  0.71
N: 3.475 -1.966 -0.529  -0.06
C: 4.312 -3.111 -0.250  -0.10
H: 6.540 0.668 1.061  0.08
H: 4.911 1.354 1.209  0.06
H: 5.720 1.370 -0.356  0.08
H: 5.686 -1.278 0.204  0.10
H: 2.494 -2.181 -0.715  -0.01
H: 4.577 -3.168 0.811  0.09
H: 5.226 -3.103 -0.853  0.08
H: 3.727 -3.991 -0.507  0.05

***

No. 2
Computed, not measured: an isolated molecule of C22H22O8 at a distorted geometry, with the ωB97M-V functional and the def2-TZVPD basis.

Summary:
* ΔE to the lowest compared entry with this formula, charge and spin: 0.00 kJ/mol
* structure (SMILES): CCOCCOC(=O)COc1ccc2c(=O)c(Oc3ccc(OC)cc3)coc2c1
* spin multiplicity: 1
* E_HOMO: -7.76 eV

Last column: Löwdin charge in e.
Cartesian coordinates (Å):
C: -1.790 3.620 -0.231  -0.06
C: -2.777 2.580 0.291  -0.25
O: -2.666 1.342 -0.391  -0.16
C: -3.365 1.236 -1.603  -0.16
C: -4.835 0.836 -1.401  -0.11
O: -4.894 -0.485 -0.872  0.03
C: -5.246 -0.640 0.398  -0.49
O: -5.660 0.225 1.122  0.12
C: -5.095 -2.104 0.824  -0.07
O: -4.070 -2.772 0.132  -0.01
C: -2.830 -2.214 0.151  -0.25
C: -1.932 -2.681 -0.824  0.02
C: -0.685 -2.128 -0.929  0.01
C: -0.272 -1.103 -0.066  -0.07
C: 1.031 -0.459 -0.250  -0.30
O: 1.809 -0.745 -1.145  0.10
C: 1.281 0.597 0.747  -0.17
O: 2.403 1.372 0.682  0.04
C: 3.607 0.758 0.397  -0.26
C: 4.548 1.489 -0.319  0.01
C: 5.792 0.954 -0.567  0.00
C: 6.120 -0.324 -0.112  -0.28
O: 7.375 -0.761 -0.420  -0.09
C: 7.750 -2.056 -0.019  -0.10
C: 5.179 -1.046 0.611  -0.01
C: 3.933 -0.502 0.871  -0.01
C: 0.355 0.894 1.685  0.01
O: -0.838 0.295 1.810  0.06
C: -1.156 -0.679 0.931  -0.19
C: -2.429 -1.238 1.044  0.08
H: -2.006 3.881 -1.265  0.07
H: -0.777 3.227 -0.179  0.07
H: -1.852 4.521 0.374  0.08
H: -3.803 2.964 0.236  0.12
H: -2.554 2.345 1.334  0.12
H: -2.861 0.446 -2.166  0.14
H: -3.329 2.169 -2.178  0.13
H: -5.340 1.517 -0.709  0.12
H: -5.355 0.819 -2.362  0.13
H: -6.017 -2.635 0.568  0.15
H: -4.961 -2.142 1.913  0.14
H: -2.265 -3.457 -1.494  0.12
H: 0.010 -2.448 -1.690  0.12
H: 4.287 2.473 -0.676  0.12
H: 6.531 1.505 -1.125  0.12
H: 8.764 -2.197 -0.389  0.09
H: 7.748 -2.157 1.072  0.09
H: 7.096 -2.818 -0.455  0.10
H: 5.398 -2.035 0.983  0.10
H: 3.211 -1.070 1.441  0.12
H: 0.506 1.681 2.410  0.15
H: -3.075 -0.848 1.813  0.13

***

No. 3
Computed, not measured: C22H23Cl2N2O4S3W as an isolated structure at a distorted geometry, with the ωB97M-V functional and the def2-TZVPD basis.

Summary:
* ΔE to the lowest compared entry with this formula, charge and spin: 124.00 kJ/mol
* spin multiplicity: 1
* charge: +3
* E_HOMO: -16.62 eV

Last column: Löwdin charge in e.
Cartesian coordinates (Å):
W: 0.366 0.328 0.493  1.71
O: 0.556 -0.574 2.016  -0.33
C: -0.070 -1.248 3.014  -0.24
C: 0.541 -1.457 4.240  0.05
C: -0.127 -2.182 5.221  0.02
C: -1.383 -2.730 4.971  0.00
C: -2.013 -2.510 3.762  0.04
C: -1.383 -1.743 2.759  -0.12
C: -2.072 -1.369 1.572  0.06
N: -1.535 -0.627 0.624  -0.15
N: -2.397 -0.170 -0.333  0.12
C: -1.873 0.712 -1.127  -0.33
O: -0.539 0.965 -0.940  -0.38
C: -2.637 1.396 -2.125  -0.15
C: -4.024 1.160 -2.234  0.01
C: -4.759 1.848 -3.173  -0.02
C: -4.136 2.770 -4.012  0.00
C: -2.769 3.021 -3.902  -0.03
C: -2.021 2.341 -2.968  -0.03
H: 1.522 -1.037 4.411  0.14
H: 0.343 -2.322 6.182  0.14
H: -1.870 -3.310 5.738  0.14
H: -2.994 -2.924 3.576  0.14
H: -3.117 -1.647 1.456  0.17
H: -4.483 0.451 -1.564  0.12
H: -5.819 1.668 -3.256  0.13
H: -4.720 3.301 -4.746  0.13
H: -2.301 3.745 -4.549  0.12
H: -0.962 2.537 -2.861  0.09
C: 4.217 -0.407 -0.343  -0.42
C: 3.872 0.958 -0.902  -0.42
S: 2.125 1.175 -1.443  0.94
C: 1.925 -0.005 -2.853  -0.40
C: 1.784 -1.479 -2.511  -0.39
S: 0.483 -1.817 -1.222  0.98
C: 1.262 -2.991 -0.014  -0.43
C: 2.675 -2.690 0.446  -0.42
S: 2.977 -0.931 0.922  0.97
H: 5.181 -0.351 0.168  0.11
H: 4.294 -1.164 -1.120  0.08
H: 4.520 1.202 -1.747  0.12
H: 3.990 1.735 -0.141  0.10
H: 2.780 0.135 -3.520  0.12
H: 1.041 0.364 -3.381  0.09
H: 2.717 -1.917 -2.171  0.07
H: 1.457 -2.020 -3.405  0.11
H: 1.235 -3.988 -0.465  0.11
H: 0.555 -2.963 0.824  0.07
H: 3.421 -2.975 -0.294  0.09
H: 2.876 -3.282 1.345  0.11
Cl: -0.065 3.833 -0.309  0.77
C: 0.236 3.956 1.493  -0.85
Cl: -1.093 4.688 2.358  0.76
C: 0.312 2.465 1.532  -0.75
O: 1.408 1.866 1.233  -0.16
O: -0.703 1.734 1.640  -0.02
H: 1.188 4.473 1.633  0.11

***

No. 4
Computed, not measured: C22H23Cl2N5NiO2S as an isolated structure at a distorted geometry, with the ωB97M-V functional and the def2-TZVPD basis.

Summary:
* spin multiplicity: 1
* charge: -2
* E_HOMO (spin up / spin down): -0.31 / -0.31 eV

Last column: Löwdin charge in e.
Cartesian coordinates (Å):
Ni: 0.065 0.578 0.713  0.38
C: 0.981 2.650 4.663  -0.06
C: 1.201 2.129 3.239  -0.52
O: 0.179 1.806 2.588  -0.09
C: 2.516 2.047 2.790  -0.07
C: 2.927 1.525 1.521  -0.35
C: 4.410 1.527 1.215  -0.08
N: 2.101 1.044 0.635  0.00
N: 2.724 0.630 -0.545  0.04
C: 1.874 0.204 -1.455  -0.51
O: 0.620 0.325 -1.430  -0.07
C: 2.514 -0.428 -2.662  -0.13
C: 1.704 -0.961 -3.657  -0.03
C: 2.266 -1.570 -4.771  -0.11
C: 3.646 -1.658 -4.901  -0.14
C: 4.463 -1.120 -3.911  -0.12
C: 3.901 -0.511 -2.800  -0.04
H: 0.973 1.806 5.356  0.06
H: 0.013 3.144 4.722  0.06
H: 1.765 3.344 4.964  0.05
H: 3.297 2.376 3.464  0.06
H: 4.973 1.992 2.024  0.05
H: 4.592 2.064 0.285  0.06
H: 4.755 0.504 1.066  0.07
H: 0.632 -0.896 -3.527  0.11
H: 1.629 -1.979 -5.545  0.08
H: 4.083 -2.150 -5.762  0.08
H: 5.540 -1.183 -4.008  0.08
H: 4.515 -0.095 -2.015  0.10
S: 0.113 -2.824 0.496  0.48
C: -0.060 -1.337 1.400  -0.64
N: -1.176 -0.342 0.345  -0.47
C: -3.255 -1.487 0.921  -0.34
C: -3.238 -1.166 2.422  -0.16
C: -1.836 -0.692 3.047  -0.17
N: -0.657 -1.521 2.645  -0.08
H: -2.925 0.159 -0.177  0.01
H: -1.580 -2.198 0.007  -0.02
H: -4.133 -2.093 0.720  0.10
H: -3.607 -2.043 2.952  0.08
H: -3.963 -0.355 2.535  0.09
H: -1.923 -0.745 4.131  0.09
H: -1.600 0.324 2.748  0.08
H: -0.857 -2.501 2.825  0.06
Cl: -2.276 -0.992 -0.071  0.61
C: -2.596 -1.282 -1.428  -0.31
C: -3.140 -1.427 -2.639  -0.09
C: -4.305 -0.612 -2.720  -0.15
C: -4.677 0.510 -1.868  -0.16
C: -4.063 1.361 -0.909  -0.62
Cl: -5.201 2.569 -0.226  0.54
C: -2.702 1.708 -0.463  -0.30
N: -1.645 2.042 -0.077  0.19
H: -2.835 -2.166 -3.361  0.10
H: -5.013 -0.833 -3.510  0.06
H: -5.710 0.798 -1.999  0.06

***

Copy entry 1 word for word.
Computed, not measured: C22H22N7OS3V as an isolated structure, with the ωB97M-V functional and the def2-TZVPD basis.

Summary:
* ΔE to the lowest compared entry with this formula, charge and spin: 0.89 kJ/mol
* spin multiplicity: 4
* charge: -1
* E_HOMO (spin up / spin down): -2.88 / -4.07 eV
* ⟨S²⟩: 3.805

Last column: Löwdin charge in e.
Cartesian coordinates (Å):
V: -0.361 -0.027 -0.150  0.59
C: -4.555 0.443 -0.996  -0.06
C: -3.265 -0.029 -1.022  -0.11
N: -2.316 0.366 -0.145  -0.02
C: -2.694 1.264 0.824  -0.15
C: -3.997 1.787 0.909  -0.16
C: -4.944 1.370 -0.022  -0.04
C: -4.290 2.709 1.978  -0.03
C: -3.358 3.066 2.886  -0.03
C: -2.022 2.542 2.813  -0.16
C: -1.015 2.847 3.721  -0.03
C: 0.244 2.284 3.568  -0.06
C: 0.473 1.434 2.492  -0.12
N: -0.465 1.131 1.606  0.02
C: -1.712 1.658 1.758  -0.14
H: -5.262 0.069 -1.723  0.10
H: -2.940 -0.767 -1.744  0.12
H: -5.959 1.744 0.024  0.10
H: -5.298 3.103 2.041  0.11
H: -3.601 3.749 3.692  0.11
H: -1.224 3.520 4.545  0.11
H: 1.047 2.494 4.261  0.10
H: 1.443 0.983 2.320  0.09
S: 0.460 -2.060 0.992  0.52
C: -0.134 -3.209 -0.214  -1.18
S: 0.937 -3.903 -1.333  0.51
C: -1.510 -3.437 -0.258  -0.43
C: -2.113 -4.209 -1.292  -0.29
N: -2.608 -4.808 -2.147  0.11
C: -2.420 -2.915 0.703  -0.30
N: -3.159 -2.488 1.483  0.13
N: 0.172 -1.045 -4.153  0.19
C: 0.090 -0.403 -2.971  -0.50
O: -0.356 -1.018 -1.997  -0.10
C: 0.526 1.031 -2.847  -0.24
C: 0.030 1.624 -1.526  -0.29
H: 0.062 -2.049 -4.125  0.11
H: 0.674 -0.628 -4.915  0.10
H: 0.230 1.567 -3.759  0.11
H: 1.621 0.987 -2.853  0.08
H: -0.922 2.143 -1.692  0.04
H: 0.741 2.371 -1.163  0.01
C: 5.580 0.793 0.561  -0.14
N: 5.032 -0.521 0.302  -0.06
C: 3.779 -0.723 -0.181  -0.80
S: 2.690 0.567 -0.326  0.71
N: 3.475 -1.966 -0.529  -0.06
C: 4.312 -3.111 -0.250  -0.10
H: 6.540 0.668 1.061  0.08
H: 4.911 1.354 1.209  0.06
H: 5.720 1.370 -0.356  0.08
H: 5.686 -1.278 0.204  0.10
H: 2.494 -2.181 -0.715  -0.01
H: 4.577 -3.168 0.811  0.09
H: 5.226 -3.103 -0.853  0.08
H: 3.727 -3.991 -0.507  0.05

***

Number 1 is which compound? C22H22N7OS3V